This record from the Open Molecules 2025 dataset describes 2 unconnected molecules or ions with the total composition C54H64N4O4 at a distorted geometry. The level of theory is the ωB97M-V functional and the def2-TZVPD basis.

```
126
Properties=species:S:1:pos:R:3:forces:R:3
C 1.15917 7.95030 3.62501 0.5099 0.0966 -0.1825
N 2.41784 4.09530 3.33513 0.7824 0.7304 0.4640
C -5.63070 -0.12807 3.07156 0.0648 -0.1447 -0.1696
H 2.86615 0.44484 -0.13275 0.0644 0.2530 0.1277
H -0.66826 8.80772 6.41865 0.1177 0.0107 -0.0309
H 0.60975 2.69301 4.73522 -0.0959 -0.0816 0.0771
H 1.08284 -2.64912 4.54217 0.1328 -0.1541 -0.3763
H 3.83520 4.60744 4.91293 -0.2310 0.0070 -0.1260
N 0.68034 5.14139 4.25739 0.4705 0.3758 0.3449
C 0.65101 -5.30980 3.93769 -0.0295 0.3998 -0.2883
H 4.63967 6.03576 -0.95620 -0.0863 -0.1964 0.0850
H 0.81048 7.83697 6.36512 -0.0586 0.1389 -0.0258
C -0.45562 -6.56094 2.18432 0.1577 0.1997 0.0869
C -3.36872 6.16128 4.60309 0.3060 0.0732 -0.1116
H -0.19447 6.42458 1.69391 -0.4323 -0.1042 -0.0509
C -0.97060 4.41244 1.73520 -0.7286 0.1694 -0.0464
C 2.82562 4.65765 4.54168 -0.0380 0.3717 0.5930
H -5.12587 -3.89568 2.27666 -0.0622 0.3251 0.0930
H -0.98000 -7.45712 1.84667 0.1458 0.2996 0.1042
H 5.73530 0.16241 4.92535 -0.1075 0.0776 -0.1464
C 0.23724 8.60673 5.83699 0.0258 0.0341 0.1989
H 4.54928 5.79980 2.12344 -0.1076 0.0323 -0.0521
C -1.61810 4.53176 4.89560 -0.0057 -0.2861 -0.0597
H 1.20238 5.46830 0.43401 0.1914 0.0200 -0.2147
H 5.76916 0.18983 3.15171 -0.1180 -0.0025 0.1209
C -0.02051 -6.45882 3.51042 0.1685 0.2151 -0.0774
C 3.52911 1.65066 5.29115 -0.1112 0.0990 0.4774
C -0.87976 9.26685 3.70226 -0.1948 0.2287 -0.0921
H -0.49911 -5.59129 0.25166 0.0506 -0.0519 0.2123
C 3.17392 3.29631 2.41733 -0.0507 -0.5799 -0.6687
C 0.22944 3.76661 2.24498 0.6174 1.0434 -0.2670
C -2.54431 2.44139 6.02118 -0.1769 0.0256 0.1662
H 1.60423 8.94027 3.43083 -0.1622 -0.2619 0.0981
H -4.42795 6.40674 4.51980 0.2812 -0.0402 0.0619
C 1.77152 5.26687 5.11113 0.3928 0.1630 -0.2172
H 0.38117 4.10525 6.82951 -0.1681 -0.1327 0.0879
H 2.66394 1.00278 5.08853 0.2200 0.1921 0.1223
H 2.16046 6.46776 -0.68932 -0.0527 -0.2015 -0.0248
C 0.85496 -4.22696 3.06042 -0.1993 -0.5812 -0.3089
C -3.90956 0.52479 1.39797 0.5902 -0.1322 0.4406
C -0.66266 5.53405 4.57168 -0.4612 0.3470 0.2934
H 4.23892 4.36116 -1.39640 0.0958 0.1151 0.1375
H -1.28507 8.90603 2.74821 0.0390 0.0855 0.1881
H 0.84223 9.52138 5.79892 -0.0915 -0.1205 0.0064
O -2.75558 0.88529 2.23886 1.1200 -0.4705 -0.8414
H 1.03541 -5.22264 4.95804 -0.3081 -0.1172 -0.2205
C -1.64273 0.11903 2.05168 -2.3925 -1.1409 2.4256
H -5.74778 0.94139 3.26701 -0.1009 -0.3452 0.0577
C -4.49062 -1.87917 1.85820 -0.2563 0.0366 -0.0766
C 4.46611 1.69266 4.08835 -0.6232 -0.1975 -0.1935
H -0.83357 1.96478 4.03428 0.0661 0.1200 0.2292
H -3.54164 0.17893 0.42264 -0.0873 0.1226 0.2762
H 3.96203 7.03949 0.98971 -0.0197 -0.2024 0.1634
H -6.83709 -3.19175 3.96252 0.1985 0.2261 -0.1421
C -0.12303 8.14010 4.42585 -0.3186 -0.1397 -0.1207
H 6.04944 2.57954 5.27266 -0.0270 0.0170 -0.1745
H 2.84936 6.34302 2.16757 0.1793 -0.0711 -0.0097
C 1.49872 -2.96034 3.57228 0.1892 0.3511 -0.0942
H 0.54672 2.80267 1.85903 0.0919 0.6208 -0.1790
C 0.46947 -4.36064 1.71845 -0.0475 -0.1248 0.3139
H -2.76577 8.17941 4.91506 0.1725 -0.3553 -0.2924
C 3.32952 5.05953 0.46924 -0.6790 -0.2748 0.0111
H -3.70514 -2.15810 1.15398 -0.3784 -0.0702 0.2000
H -4.39837 6.06232 0.77275 0.2184 -0.1076 0.0517
H 4.08568 1.25081 6.15139 -0.2090 0.0275 -0.1025
C -1.27830 3.24722 5.71180 0.0306 -0.2277 -1.0013
N 0.59749 0.19564 2.02923 -0.8507 3.1162 2.8965
C 3.07502 1.27330 0.54515 -0.2482 0.1129 -0.2467
C 0.84577 -0.70458 3.09207 -0.5407 -2.4969 1.4464
C 3.52895 1.00334 1.83140 0.6433 0.2833 -0.1408
H 0.96886 7.49858 2.64471 0.1504 0.0484 0.3058
C -1.05025 6.89151 4.55617 0.0609 0.0014 -0.0351
H -2.97100 2.02211 5.10008 -0.0020 0.1231 0.1912
H -0.20590 -7.27018 4.21732 0.0905 0.2322 -0.2441
H 3.17631 2.64381 5.57414 -0.1266 -0.2690 -0.0002
C -6.22729 -2.44444 3.45188 0.2433 0.2570 -0.2094
H -4.46612 1.46193 1.28541 0.1932 -0.2908 0.0490
H -7.09378 -0.76867 4.51336 0.1135 -0.1115 -0.2428
C -5.27452 -2.83751 2.50232 0.0032 0.1141 0.1742
H -2.37656 7.48281 1.11069 -0.0114 -0.3655 -0.0101
C -2.41684 7.16099 4.73681 -0.2961 0.1252 -0.0808
C -3.44277 5.59788 1.01590 0.0943 0.1502 0.0398
H 4.36563 -0.48854 4.02406 0.1291 0.0549 -0.0103
C -1.08805 5.81419 1.55482 -0.0408 -0.5033 0.0982
H -3.30286 3.04204 6.53620 0.0737 -0.1255 -0.0791
H 2.59024 -3.07833 3.67898 -0.3585 0.0768 -0.0415
H 2.73552 2.80049 -0.92749 0.1636 -0.0097 0.3725
H -1.98168 2.56111 1.54017 -0.2865 0.6002 -0.1025
C -2.95611 4.83399 4.63031 -0.0264 0.0979 0.4272
C -2.30800 6.39577 1.21259 -0.0932 -0.2813 0.0170
H -4.20902 3.57167 0.97742 0.1318 0.2057 -0.0618
C 1.07036 4.40216 3.14622 -0.8682 -1.3401 -0.2678
C 3.69648 2.01479 2.77978 -0.2903 -0.4207 -0.0832
O 0.72782 -0.41693 4.28610 0.4037 -0.3997 -2.8618
H -2.28055 1.59609 6.66992 -0.0173 0.1759 -0.1208
C -0.60693 3.67289 7.01897 -0.1228 0.3252 0.0997
H -0.49084 2.80751 7.68240 0.0102 0.1203 -0.1290
C 2.95021 2.59051 0.12309 0.6149 -0.5164 0.0840
C -0.18994 -5.51877 1.29280 0.1091 0.0552 0.1967
C 3.69316 6.11008 1.51270 -0.1619 0.2135 0.0952
C -4.69345 -0.52034 2.11253 -0.6478 -0.4218 0.1701
C 5.12065 0.30533 4.02782 0.0764 -0.1064 -0.1002
C -0.37000 2.27762 4.97637 0.4249 -0.5080 0.0328
C 3.13518 3.63326 1.03703 -0.0786 0.1638 0.2362
C 4.46924 5.02675 -0.55779 0.2529 -0.2495 0.0170
C -3.33702 4.20735 1.12544 0.5411 0.1831 -0.0804
H 3.78850 -0.02504 2.08013 -0.0324 0.3247 -0.0674
H 5.39704 4.68266 -0.08593 -0.0614 0.0316 -0.1248
C -2.10919 3.63224 1.44268 0.1600 0.2167 -0.0348
H 0.68491 -3.55849 1.01048 -0.2094 -0.2348 0.2637
N -0.46721 0.91476 2.19595 1.4267 -2.3830 -3.7772
H 5.26970 3.73627 4.16905 0.1203 -0.1337 0.0082
H 1.71176 5.83982 6.02504 0.0301 -0.1346 -0.1664
C 2.05141 5.46269 -0.25855 -0.4200 0.3175 0.0211
H -1.70355 9.66182 4.30315 0.1239 0.0158 -0.1767
H -0.20350 10.10437 3.48255 -0.1081 -0.2096 0.1341
H -0.19255 1.37048 5.57439 -0.1564 0.3525 -0.0814
H -3.70462 4.04578 4.53491 0.2902 0.2101 0.3522
C -6.38715 -1.08495 3.74554 0.0520 -0.1160 0.0707
O -1.68728 -1.07011 1.78179 0.7051 1.6876 -0.2694
H 1.91693 7.38156 4.16808 -0.1189 -0.0120 -0.2590
H 1.81034 4.74820 -1.05538 0.0526 0.2592 0.0822
H 6.37044 2.53545 3.51667 -0.0565 0.0580 0.1628
H -1.21895 4.42681 7.52767 0.0925 -0.0948 0.0435
O 1.28049 -1.88743 2.60014 0.0231 0.5808 0.8187
C 5.59985 2.70257 4.27939 0.1568 0.1092 -0.1324
```
Forces are in eV/Å.

Properties
**Electronic energy**: -2615.8908 hartree
**ΔE to the lowest compared entry with this formula, charge and spin**: 0.0 kcal/mol
**Highest occupied orbital energy**: -0.2191 Eh
**SMILES**: CC(C)(C)c1cccc(C(C)(C)C)c1N1C=CN(c2c(C(C)(C)C)cccc2C(C)(C)C)C1=Cc1ccccc1.O=C(/N=N\C(=O)OCc1ccccc1)OCc1ccccc1

Atomic partial charges in e from the Mulliken method, atoms 1 to 5: number 1, C, carries -1.614; number 2, N, carries 1.791; number 3, C, carries -0.256; number 4, H, carries 0.356; number 5, H, carries 0.355

This record from the Open Molecules 2025 dataset describes 12 unconnected molecules or ions with the total composition C54H66F6O12 at a distorted geometry. The level of theory is the ωB97M-V functional and the def2-TZVPD basis.

```
138
Properties=species:S:1:pos:R:3:forces:R:3
O 15.69500 15.32959 19.87840 -0.5766 -0.7001 -0.0381
H 8.95977 10.78350 12.14976 -0.1535 0.0355 -0.3759
H 15.49433 22.80939 8.78584 0.4114 -0.3400 -0.2051
C 8.35697 15.37815 19.84752 -0.9609 0.4866 0.3214
O 14.62075 12.07473 15.85324 -0.7960 -1.3470 -2.1492
H 14.88710 20.21771 12.25076 0.1976 0.1542 -0.8025
C 17.61263 13.63660 8.74007 -0.3092 0.1962 0.6350
C 8.73659 18.25553 16.92744 -0.0156 -0.3103 -0.2209
C 14.04759 22.09095 12.24463 -1.0383 0.4558 2.3229
H 10.75921 18.96975 11.80998 -0.3483 0.1618 -0.0122
H 15.21294 17.68937 14.18769 -0.4584 -0.0994 0.0087
H 12.86933 7.25253 10.99308 -0.3989 -0.0413 -0.2390
H 10.42869 21.11353 17.59691 -0.6136 -0.4357 0.0667
C 15.32311 21.31150 10.39860 0.5966 0.6940 -1.3495
H 11.80262 11.04541 15.20830 0.3919 0.6083 -0.1490
F 11.24994 16.54895 16.01912 0.8777 -0.1045 -0.8376
C 18.03762 17.99695 11.43327 -0.8732 2.5216 -0.3097
H 18.11677 18.94600 13.83528 0.3707 0.0462 -0.4409
F 13.12207 24.29753 12.26760 0.5049 -0.9229 -0.2558
H 12.07798 10.96277 11.95892 -0.0042 -0.0432 0.2700
C 10.53827 15.80587 20.77144 -1.2505 -0.7606 -0.0020
O 15.66223 11.62010 13.89622 -1.5938 -1.0227 0.5065
C 13.74442 18.20661 10.19298 0.8616 -0.0306 0.7828
H 10.86622 23.23097 14.68566 0.2523 0.4537 -0.1210
H 13.49438 19.25864 10.19867 -0.0302 0.2773 -0.3488
C 16.58187 12.60957 14.31527 0.7357 0.7782 1.0345
H 13.00859 17.72043 10.79314 -0.6576 -0.3819 0.5837
O 11.79055 19.66194 13.47572 0.9377 -0.9795 -0.6646
C 9.57995 20.41698 17.50850 0.6818 0.0382 0.0337
O 18.32911 17.29662 10.31413 0.7979 -1.0740 4.1189
C 7.47841 18.65865 17.34483 0.2440 -0.8281 -0.4856
O 9.90316 20.68417 13.99916 -1.3106 0.5270 -0.1789
H 11.69132 17.76125 12.70349 -0.2806 0.6332 0.1894
C 12.65680 8.18602 11.50318 1.2054 -0.2364 1.0043
H 8.71917 16.39814 21.72435 -0.1230 -0.2749 -0.2000
H 16.05292 13.56664 14.29894 0.5274 0.1411 -0.3418
H 8.33396 9.32269 16.14081 -0.3250 -0.0924 -0.0587
C 11.22640 22.48141 15.37551 -0.1408 0.5038 0.7259
C 18.06523 17.88728 9.11339 -2.0135 0.4667 -0.9625
H 12.19034 14.95361 19.71236 -0.0802 0.1494 -0.1795
C 9.21968 12.19551 13.73552 0.3328 -0.2145 -1.4551
C 14.31828 15.30439 17.90042 1.1336 -1.4765 1.9014
C 15.59705 13.77554 9.95008 -1.6144 0.9620 -0.3638
H 11.76879 16.85348 8.89680 -0.2646 -0.0787 0.3189
C 12.68297 10.40476 15.28138 -1.3951 -0.5944 0.2883
H 15.01182 12.64753 18.71633 -0.1119 0.2321 0.3767
H 17.05019 18.27291 9.15007 0.0547 0.7936 -0.1485
H 12.12718 18.25088 7.91694 -0.3173 -0.0253 -0.2008
H 15.14080 15.07981 17.24603 0.2793 0.3237 -0.8038
C 11.12182 15.13419 19.71435 1.2428 0.1473 0.4654
C 13.29596 17.31156 15.07278 -0.3927 -0.7639 0.7824
H 10.75056 18.91402 16.53822 0.4086 -0.3920 0.0811
C 14.51364 13.22836 19.52331 0.4542 0.4517 -1.3737
H 11.18470 16.12973 21.54992 0.2179 0.4685 0.6032
C 16.34730 14.23245 8.90658 1.1994 -0.8771 -0.4287
H 13.80863 10.93983 11.48825 -1.0729 -0.4361 -0.3984
C 14.77432 21.12390 11.63756 0.6025 -1.6098 0.4054
C 13.85694 23.29980 11.66319 -0.1074 1.4548 -1.3335
H 12.85758 14.72546 12.26604 0.1961 -0.2151 0.0744
H 11.95215 22.83104 16.11322 -0.1622 0.3886 -0.3043
H 14.14809 24.53057 9.95426 0.3091 -0.2441 -0.1313
C 9.14011 15.87341 20.86849 1.3376 0.8215 0.5388
H 8.93735 11.55308 16.95370 0.0019 0.2114 1.5436
H 12.54215 16.60116 7.32679 0.3374 0.4499 0.4468
C 8.85617 10.96350 13.20114 0.2158 0.1225 0.7118
C 12.49254 17.26350 8.20843 -0.6950 0.0541 -0.8062
C 8.49883 9.94199 14.07694 -0.3280 -1.3193 -1.4773
C 12.06397 15.45469 14.08072 0.1505 0.4982 0.1700
F 6.41882 17.79018 17.26153 0.7461 0.4555 0.0384
C 18.41262 17.89113 13.83854 -3.2307 1.3589 -0.2171
H 18.81278 18.61464 8.86709 0.2698 0.3431 -0.4605
C 10.33366 14.67598 18.72122 -1.6725 -0.4691 -1.8337
H 16.95231 12.49892 15.34603 -0.5793 -0.4055 -0.1289
C 14.88966 14.69235 19.23234 -0.5583 0.6541 -0.8166
C 9.80376 19.14324 16.97895 -1.0613 0.8117 0.3099
O 13.66826 10.64054 14.28476 1.4710 1.4966 0.9089
H 14.94317 12.94565 20.46007 -0.0117 -0.2957 0.6504
H 18.25220 13.86520 7.90236 -0.0806 0.2737 -0.1467
H 8.25752 8.94295 13.60551 0.2563 1.2038 0.8044
C 12.75442 10.76347 11.13171 0.4781 -0.9255 0.0174
H 12.27944 9.44009 15.05024 0.0236 -0.7959 -0.0061
C 11.01600 18.63358 12.80826 1.7304 -0.2044 -0.4263
H 14.71722 18.05315 10.67822 -0.1927 0.2964 -0.1336
H 13.06081 10.42926 16.30240 0.1923 0.0388 -0.2642
H 17.55303 17.44776 14.36287 0.6181 -0.3042 0.2204
F 14.29294 14.22603 10.04899 0.6271 0.0344 0.0346
H 13.66445 21.86150 13.24021 -0.0813 0.3730 -0.2982
H 9.55601 13.32088 15.56319 0.1942 0.5545 -0.3666
H 8.36516 14.44055 17.92229 -0.3489 -0.1450 -0.4870
H 13.33392 18.06896 15.85381 0.0836 -0.1132 -0.2783
O 11.89709 21.45584 14.69067 0.4088 -0.9143 -0.6445
O 17.51322 19.11907 11.42230 0.9986 -2.1912 0.1255
O 14.83836 17.14910 8.39164 -0.9586 0.5443 0.5020
H 8.86593 17.27034 16.51812 0.0349 -0.2807 -0.0655
H 11.16872 14.87683 13.98074 -0.3419 -0.2208 0.2490
O 12.19222 9.15322 9.43914 -0.4652 0.0426 -1.5719
C 15.99277 12.88035 10.88590 0.5618 -0.3785 0.1152
H 15.93038 14.94228 8.22904 -0.1309 0.3926 -0.3885
O 18.37773 17.32749 12.53487 1.0686 -0.9946 -0.9330
H 17.92447 17.06513 8.44770 0.6831 -0.4031 -0.9358
C 8.93711 14.82666 18.73410 1.3156 -0.5273 0.1011
C 9.23833 12.42460 15.06762 -0.4087 -0.5853 1.8185
C 7.25620 19.92860 17.78299 -2.2520 0.1213 0.4311
H 7.27146 15.48654 19.94098 0.3854 -0.1596 -0.2630
F 9.67117 13.15739 12.87858 -0.2509 -0.2117 0.2749
H 19.05018 12.25872 9.56071 0.0964 0.0530 -0.0048
C 14.38792 23.56393 10.39313 -0.1975 -0.2523 0.8527
C 12.49515 9.33034 10.57545 0.6564 1.1741 1.2209
C 14.19746 16.10866 13.17793 -0.4106 0.9923 1.0296
C 13.04660 15.36490 13.12102 -0.1160 -0.9107 -1.1506
H 11.81926 8.09501 12.18305 -0.3560 -0.0714 0.0510
H 10.36041 22.11111 15.90158 -0.1819 -0.1963 -0.0197
C 8.86143 11.38026 15.92763 0.0330 -0.1561 -1.6697
H 6.19696 20.18836 18.00957 1.0354 0.0094 0.0006
H 17.50421 12.54807 13.73643 -0.6014 0.1433 -0.6197
H 14.08074 16.33259 17.97605 0.1849 1.0818 0.1526
H 14.98899 16.10120 12.48687 0.6764 -0.5791 -1.0769
C 8.30420 20.80083 17.89635 0.7521 0.8858 0.3744
H 13.45269 12.96479 19.39169 0.2898 0.4338 0.3329
C 14.60528 11.49164 14.76499 1.5621 1.0459 1.0620
C 13.77536 17.53299 8.88380 1.9620 -1.2140 -1.1797
C 15.15750 22.56822 9.77841 -1.0306 0.1046 0.5177
C 18.08489 12.72582 9.68425 -0.7133 -0.2180 0.0325
H 12.50408 11.42897 10.33131 0.0598 0.5420 -0.4275
H 13.47005 14.77533 17.57270 -1.0858 -0.7664 -0.5208
F 10.87005 14.05582 17.60873 -0.1188 0.3000 0.8841
H 17.60865 11.61017 11.48582 -0.0473 0.1970 -0.3198
C 17.26212 12.33636 10.74545 0.3042 -0.0943 0.4000
C 11.09154 20.62454 14.01727 -0.0429 -0.0082 0.7955
H 15.27955 12.66123 11.65388 0.0547 -0.4116 0.4322
H 19.31150 17.80578 14.38688 1.1685 -0.6695 -0.0485
H 15.88202 20.52559 9.88891 -0.0712 0.2313 0.2797
C 12.24185 16.40990 15.05360 -1.1259 0.5497 0.9738
C 8.48430 10.13313 15.44455 0.5743 0.4928 0.2730
H 8.14104 21.79728 18.31418 0.0128 -0.2892 -0.2349
H 13.53070 8.38292 12.13846 -0.1512 0.0313 0.0697
H 10.17854 18.35897 13.39710 -0.8932 -0.0942 0.4063
C 14.30222 17.07826 14.16187 0.9444 0.7573 0.0371
```
Forces are in eV/Å.

Properties
**Electronic energy**: -3599.2788 hartree
**ΔE to the lowest compared entry with this formula, charge and spin**: 33.5 kcal/mol
**Highest occupied orbital energy**: -0.3350 Eh
**SMILES**: COC(=O)OC.COC(=O)OC.COC(=O)OC.Fc1ccccc1.Fc1ccccc1.Fc1ccccc1.Fc1ccccc1.Fc1ccccc1.Fc1ccccc1.CC(C)=O.CC(C)=O.CC(C)=O

Atomic partial charges in e from the Mulliken method, atoms 1 to 5: number 1, O, carries -0.606; number 2, H, carries 0.516; number 3, H, carries 0.392; number 4, C, carries -0.456; number 5, O, carries -0.560